This record from the Open Molecules 2025 dataset describes an isolated molecule of C4H5ClN2O at a distorted geometry. The level of theory is ωB97M-V with the def2-TZVPD basis set.

Geometry as XYZ:
```
13
Properties=species:S:1:pos:R:3:forces:R:3
C -0.533988 1.076648 -0.926899 -1.31 -0.10 0.94
O 0.855817 -2.210986 -0.235763 -1.84 1.33 0.00
C 0.706687 -0.907476 0.172510 0.46 0.35 -3.20
C -0.998350 1.264667 0.381490 -0.20 0.69 -0.42
H 1.775775 -2.305248 -0.248287 2.40 -0.88 -0.33
N -0.070884 -0.778242 1.239284 1.11 -0.03 0.09
Cl 2.587784 -0.241224 0.304846 -0.98 -0.24 0.33
H -1.078032 1.772271 -1.605603 1.11 -1.02 -0.47
H -1.416900 0.345496 2.253286 1.01 0.20 -0.60
C -0.728560 0.322553 1.363160 -2.70 0.16 1.15
N 0.252978 0.040668 -1.202618 -0.53 -0.06 4.39
H 0.515108 -0.298774 -2.077512 0.40 -0.37 -1.56
H -1.867435 1.919646 0.582106 1.06 -0.04 -0.33
```
Positions in Å, forces in eV/Å.

## Properties
Electronic energy (hartree): -800.30270
Charge: 0
Relative energy (zero: lowest compared OMol25 entry of this formula, charge and spin) (kcal/mol): 48.2
M (g/mol): 132.55
Lowest unoccupied orbital energy (eV): -0.013
SMILES string: O[C@]1(Cl)N=CC=CN1
2S+1: 1

Atomic charges from the natural (NBO) analysis, expressed in e, are listed below: atom 1 (C): 0.129, atom 2 (O): -0.689, atom 3 (C): 0.678, atom 4 (C): -0.439, atom 5 (H): 0.494, atom 6 (N): -0.550, atom 7 (Cl): -0.265, atom 8 (H): 0.223, atom 9 (H): 0.192, atom 10 (C): 0.159, atom 11 (N): -0.572, atom 12 (H): 0.412, atom 13 (H): 0.229